Below is a structure of composition C19H17AsBr4N2O2PdS, with properties calculated with ωB97M-V/def2-TZVPD.

Calculated values
HOMO level (spin up / spin down): -13.6059 / -13.6090 eV
DFT total energy: -14051.5109 Eh
energy above the lowest of the compared OMol25 structures with the same formula, charge and spin: 17.9 kcal/mol
gap between HOMO and LUMO (spin up / spin down): 5.083 / 5.086 eV

ORCA input file:
```
! wB97M-V def2-TZVPD RIJCOSX def2/J DEFGRID3
* xyz 2 1
Pd -0.2347 -0.1999 -0.6056
Br -1.0547 -0.4124 4.5600
Br 0.6343 4.9433 1.0807
Br 0.0870 5.1896 4.3251
Br -0.8247 2.5224 6.0491
As 2.1826 -0.4848 -0.2644
S -0.9618 0.1817 -2.9091
O -0.2740 -0.1355 1.6920
O 0.1634 2.0965 0.2125
N -2.3482 0.9312 -0.8215
N -2.9424 1.9716 -2.8326
C 1.5963 -3.9419 -1.2460
C 1.1193 -3.0252 -0.3217
C -3.8678 2.7289 -2.2119
C -0.2529 -2.7132 -0.3162
C -2.1611 1.0877 -2.1525
C 3.2519 0.6511 0.9019
C 0.1430 3.4618 2.1155
C -0.4775 2.3706 4.2261
C 2.0425 -2.2630 0.5843
C 0.7351 -4.5377 -2.1601
C -0.5801 1.1394 3.6235
C -3.2434 1.6708 -0.1973
C -0.6085 -4.1928 -2.1870
C 0.0241 2.2097 1.4179
C -4.0474 2.6039 -0.8637
C -1.1030 -3.2912 -1.2580
C -0.0891 3.5448 3.4639
C -0.2899 0.9742 2.2334
C 3.3575 -0.8304 -1.7721
H 1.6145 -2.1304 1.5790
H 3.4001 1.6218 0.4310
H 3.6211 0.1059 -2.2605
H 4.2576 -1.3188 -1.4018
H 1.1176 -5.2684 -2.8602
H -2.8005 2.0571 -3.8323
H -4.7858 3.1947 -0.3452
H 2.8478 -1.4753 -2.4846
H -1.2685 -4.6541 -2.9088
H 2.6482 -4.2033 -1.2551
H 3.0259 -2.7237 0.6634
H -0.6934 -2.2821 0.5826
H -3.3484 1.5059 0.8696
H -4.4302 3.4261 -2.8175
H 4.2167 0.1682 1.0476
H 2.7619 0.7828 1.8651
H -2.1602 -3.0572 -1.2381
*
```

Löwdin charges in e: 0.537 0.882 0.878 0.875 0.893 1.202 0.745 -0.044 0.001 0.020 0.114 -0.042 -0.344 0.006 -0.166 -0.776 -0.222 -0.654 -0.701 -0.261 -0.044 -0.656 -0.053 -0.060 -0.377 0.009 -0.086 -0.712 -0.347 -0.228 0.084 0.047 0.045 0.054 0.118 0.172 0.129 0.038 0.116 0.123 0.095 0.101 0.138 0.156 0.055 0.032 0.112

Below is a structure of composition C6H11AuClNO2S2, with properties calculated with ωB97M-V/def2-TZVPD.

Calculated values
HOMO level: -8.1102 eV
DFT total energy: -1832.4965 Eh
energy above the lowest of the compared OMol25 structures with the same formula, charge and spin: 81.0 kcal/mol
gap between HOMO and LUMO: 7.589 eV

ORCA input file:
```
! wB97M-V def2-TZVPD RIJCOSX def2/J DEFGRID3
* xyz 0 1
Au 0.0121 0.5256 -1.1157
Cl 2.9354 0.1727 -0.7515
S -1.2889 -1.3978 -1.4792
S -3.1297 -2.8046 0.3811
O -3.0077 -0.1954 -0.0052
O 1.0223 -2.5475 -1.1987
N 4.2777 0.2536 0.2360
C 2.2504 2.8837 -0.5417
C 1.6723 1.5111 -0.4688
C 1.9231 2.2678 0.7911
C -4.1000 -0.0376 0.9159
C -2.5900 -1.4162 -0.2636
C -0.2200 -2.6023 -0.6509
H -4.2856 1.0300 0.9507
H 3.9587 -0.2566 1.0647
H 1.0677 2.6060 1.3592
H 1.5373 -1.7540 -0.8785
H 3.3075 2.9665 -0.7668
H 1.6264 3.6687 -0.9467
H -0.2962 -2.2663 0.3801
H -0.6731 -3.5672 -0.8297
H 2.7892 1.9594 1.3701
H -4.9723 -0.5793 0.5539
H -3.8166 -0.4206 1.8942
*
```

Löwdin charges in e: 0.647 0.774 0.847 0.773 -0.218 -0.123 -0.457 -0.205 -0.769 -0.216 -0.072 -1.138 -0.572 0.097 -0.071 0.087 0.024 0.095 0.089 0.080 0.077 0.076 0.087 0.087

Below is a structure of composition C6H10O2, with properties calculated with ωB97M-V/def2-TZVPD.

Calculated values
HOMO level: -8.1796 eV
DFT total energy: -384.7800 Eh
energy above the lowest of the compared OMol25 structures with the same formula, charge and spin: 202.3 kcal/mol
gap between HOMO and LUMO: 8.877 eV

ORCA input file:
```
! wB97M-V def2-TZVPD RIJCOSX def2/J DEFGRID3
* xyz 0 1
O -0.2424 -1.7932 -1.0100
O 1.5043 0.2528 -0.4833
C -0.3248 1.7463 1.3327
C -0.6763 0.7213 0.0452
C -0.3111 -0.9402 0.1839
C 0.3377 0.9079 -1.0043
C 1.1284 -0.6239 0.4605
C -1.6721 -0.5025 0.3869
H 0.3539 -1.5775 -1.7372
H -0.9284 1.3386 2.4504
H -1.8151 -0.1118 1.5796
H 0.3319 1.9519 -0.9426
H -0.4902 3.1232 0.9821
H 2.0384 -1.5363 0.5415
H 0.9651 -0.0906 1.4663
H -2.4844 -0.8401 -0.3960
H 0.1933 0.4298 -1.9786
H 0.8483 1.7816 1.5517
*
```

Löwdin charges in e: -0.028 -0.120 -0.092 -0.297 -0.347 -0.182 -0.262 0.013 0.090 0.138 0.155 0.091 0.167 0.208 0.104 0.159 0.131 0.072

Below is the molecule F5HSi2, with properties calculated with ωB97M-V/def2-TZVPD.

Calculated values
HOMO level: -12.1647 eV
DFT total energy: -1079.1760 Eh
energy above the lowest of the compared OMol25 structures with the same formula, charge and spin: 38.9 kcal/mol
gap between HOMO and LUMO: 11.591 eV

ORCA input file:
```
! wB97M-V def2-TZVPD RIJCOSX def2/J DEFGRID3
* xyz 0 1
Si 0.7748 0.3137 2.4898
Si 0.6910 0.7030 0.2167
F 1.9863 1.6547 0.0414
F 1.1576 -1.1833 2.8194
F 1.2685 -0.6492 -0.4184
F 1.4039 1.3679 3.5466
F -1.1579 0.5635 2.8428
H -0.2409 1.4579 -0.3900
*
```

Löwdin charges in e: 0.528 0.470 -0.203 -0.099 -0.154 -0.122 -0.384 -0.034

Below is a structure of composition C42H82N16OSTi, with properties calculated with ωB97M-V/def2-TZVPD.

Calculated values
HOMO level (spin up / spin down): -14.1581 / -14.1582 eV
DFT total energy: -3847.8818 Eh
energy above the lowest of the compared OMol25 structures with the same formula, charge and spin: 11.9 kcal/mol
gap between HOMO and LUMO (spin up / spin down): 7.576 / 7.840 eV

ORCA input file:
```
! wB97M-V def2-TZVPD RIJCOSX def2/J DEFGRID3
* xyz 3 2
Ti -0.6635 0.2553 0.7909
S -2.5957 -1.0110 -0.4938
O 0.4989 0.1993 -0.6420
N -3.2795 3.7904 1.0539
N -1.6092 2.1771 0.6293
N 2.3515 2.7828 -0.5290
N 1.1554 -3.9634 1.3816
N 2.1953 -0.8436 -3.4796
N 4.4215 3.1185 -1.6628
N -3.3309 -1.8069 2.7463
N -1.6411 -0.1625 2.6759
N 2.3951 3.7830 -2.6097
N -3.7331 1.9397 -0.2836
N -3.2279 -3.5790 -0.7362
N -3.5566 0.0965 4.0039
N 0.7256 1.4678 1.9766
N -2.5003 -2.5548 -2.6501
N 2.1722 -0.5243 -2.1390
N 0.2195 -1.8281 1.1954
C -5.1525 1.9162 0.0395
C -2.7687 -2.4883 -1.3482
C 0.9699 -0.6751 -3.9952
C -4.3755 -0.5513 5.0209
C 3.3284 -1.4613 -4.1488
C 5.3346 3.5472 -0.6110
C 0.6700 -0.9703 -5.4196
C 0.1336 -0.2444 -2.9911
C 5.0517 3.0486 -2.9720
C 5.6620 0.3712 -1.2832
C 4.7629 -0.9747 0.4865
C 1.4115 -3.8136 2.8174
C -0.5552 3.1889 0.8239
C -0.9486 0.6977 3.6415
C 0.5289 0.8298 3.2954
C 0.5881 -2.9651 0.6781
C -3.9379 -4.5111 -2.8698
C 0.3492 -3.2069 -0.7868
C 2.1818 1.3168 1.6212
C 0.2999 2.8944 2.0431
C -2.7950 -3.7221 -3.4858
C -2.8399 2.6399 0.4929
C 0.9559 3.6953 -2.7358
C 4.4526 0.2953 -1.9511
C 3.5531 -1.0689 -0.1865
C -4.7344 -1.9539 2.3858
C -2.8285 -0.5945 3.0926
C -3.5845 -4.8212 -1.4254
C 5.8211 -0.2650 -0.0596
C 2.9108 5.0278 -3.1766
C 2.9649 2.2669 0.6659
C -4.2310 4.6643 0.3746
C 3.0462 3.2175 -1.5221
C 0.8918 -0.1520 -1.8127
C -3.4606 1.8700 -1.7174
C -3.7349 1.5346 3.9037
C 3.3955 -0.4257 -1.4049
C 2.6218 -2.9441 3.1553
C -2.4627 -2.9538 2.5738
C 3.0896 -5.1132 0.2653
C 1.6436 -5.1983 0.7513
C -2.8745 4.2860 2.3590
H -4.8904 -1.7113 1.3309
H 6.7698 -0.2222 0.4580
H 0.5144 -3.4176 3.2982
H -2.9992 -3.8510 2.8880
H -2.3986 1.7104 -1.8813
H 4.3556 2.6420 -3.7032
H -2.7454 -5.5209 -1.3857
H 0.1231 3.1139 -0.0195
H 3.5290 -3.3767 2.7376
H 0.6995 3.6351 -3.7970
H -4.4252 -5.2787 -0.9074
H -5.3089 2.1609 1.0880
H 0.9911 -5.4760 -0.0729
H -3.0530 -3.3803 -4.4863
H -5.3651 -1.2908 2.9719
H 3.7771 -4.9924 1.1013
H -5.5245 0.9054 -0.1409
H 1.5722 -4.8102 3.2218
H -3.4935 -3.4672 0.2254
H 3.8888 5.2751 -2.7753
H -2.1104 -3.0795 1.5491
H -4.1767 -1.6182 5.0540
H 5.9285 4.3972 -0.9579
H 3.8162 -0.7642 -4.8306
H -5.0563 -2.9778 2.5778
H 0.4586 4.5830 -2.3246
H 2.7384 -1.6429 0.2258
H 4.7883 3.8623 0.2723
H 4.0561 -1.7972 -3.4180
H -1.5994 -2.8316 3.2241
H -4.1006 -5.4316 -3.4260
H -5.1992 4.6813 0.8794
H 1.0209 1.4117 4.0827
H 3.2394 -4.2819 -0.4253
H 3.8926 1.7147 0.4581
H 2.9775 4.9621 -4.2646
H -1.0257 0.2645 4.6432
H -3.7667 2.7988 -2.2144
H 4.8861 -1.4734 1.4380
H -4.3640 4.3660 -0.6607
H -3.8314 5.6797 0.3814
H -0.2481 3.0794 2.9642
H -5.7380 2.6056 -0.5742
H -4.8558 -3.9217 -2.9079
H 0.9953 -0.1579 3.2875
H -1.9028 -4.3498 -3.5636
H 2.7462 1.4106 2.5567
H -0.1279 -2.3336 -1.2127
H -0.3155 -0.5948 -5.6825
H -1.3941 1.6931 3.7044
H 1.2871 -3.4060 -1.3076
H -4.0200 1.0447 -2.1517
H 0.6896 -2.0471 -5.6023
H -0.3036 -4.0687 -0.9301
H -2.3460 5.2386 2.2823
H 5.9278 2.3984 -2.8979
H -4.1280 -0.1206 5.9928
H 4.3279 0.7917 -2.9020
H 2.2869 0.2922 1.2772
H 6.4836 0.9236 -1.7195
H 0.5910 2.8213 -2.2120
H -4.7985 1.7633 3.9985
H 2.2396 5.8552 -2.9292
H -0.9035 0.0281 -3.0779
H 0.3686 -1.8179 2.1992
H -3.2108 2.0750 4.6967
H -3.3925 1.8667 2.9270
H 3.2617 3.1300 1.2708
H 5.4132 4.0161 -3.3306
H 1.1661 3.5554 2.0516
H -2.2113 -1.6998 -3.0906
H -5.4426 -0.3878 4.8520
H 6.0203 2.7405 -0.3384
H 2.7373 -2.8994 4.2381
H 1.5701 -5.9924 1.4923
H -2.2369 3.5680 2.8660
H -0.9492 4.2038 0.8547
H 2.9853 -2.3212 -4.7216
H 1.4043 -0.5114 -6.0820
H 3.3522 -6.0379 -0.2483
H 2.5182 -1.9248 2.7775
H -3.7686 4.4503 2.9655
*
```

Here are the Löwdin charges for atoms 1 to 99, given in e: 0.898 0.759 -0.167 -0.129 0.003 0.101 -0.057 -0.025 -0.161 -0.142 -0.018 -0.158 -0.175 0.044 -0.128 -0.215 0.042 0.110 0.067 -0.049 -0.744 -0.231 -0.024 0.035 -0.030 0.017 0.050 -0.078 -0.065 -0.051 -0.176 -0.173 -0.193 -0.169 -0.415 -0.142 0.008 -0.123 -0.125 -0.142 -0.393 -0.066 -0.033 -0.031 -0.028 -0.383 -0.138 -0.039 -0.044 -0.198 -0.015 -0.375 -0.347 -0.078 -0.040 -0.177 -0.050 -0.043 -0.050 -0.185 -0.038 0.068 0.125 0.101 0.107 0.062 0.093 0.126 0.076 0.071 0.094 0.135 0.091 0.107 0.132 0.078 0.074 0.091 0.129 0.095 0.082 0.044 0.103 0.104 0.112 0.104 0.093 0.090 0.082 0.102 0.082 0.133 0.105 0.148 0.060 0.099 0.100 0.147 0.097

Below is a cluster of 8 separate species, C28H30N8O6 in total, with properties calculated with ωB97M-V/def2-TZVPD.

Calculated values
HOMO level: -10.1198 eV
DFT total energy: -1974.0458 Eh
energy above the lowest of the compared OMol25 structures with the same formula, charge and spin: 31.0 kcal/mol
gap between HOMO and LUMO: 9.333 eV

ORCA input file:
```
! wB97M-V def2-TZVPD RIJCOSX def2/J DEFGRID3
* xyz 0 1
O 9.7567 -0.3854 -0.9869
O 6.7840 -4.4600 -0.2173
O 9.7622 -0.5129 -3.2124
O -4.2951 5.5572 -6.4197
O 7.0500 -4.7273 1.9841
O -3.2173 5.2070 -4.6247
N -3.3947 -2.9999 -1.9124
N 0.0586 -3.2965 8.2398
N 9.2160 -0.3474 -2.1230
N -3.4831 4.9411 -5.7633
N -4.2552 5.8543 5.0678
N 6.3880 -4.4200 0.9809
N -3.3213 1.1366 3.6931
N -8.0308 0.8093 7.3664
C -0.9361 -3.4922 7.6803
C 7.7523 0.0218 -2.1766
C -8.7979 1.6431 4.9940
C 4.4932 -3.6762 2.4425
C -3.6640 -4.2433 -4.2187
C 5.8155 0.8101 -1.0996
C 7.0044 -0.3223 -3.3024
C 2.7115 -3.5562 0.3039
C -1.2206 1.9725 -7.7572
C 5.6498 0.0317 -3.3810
C 4.0537 -3.9023 0.1182
C -1.9117 3.0333 -5.7454
C 5.0630 0.6432 -2.2807
C -4.4517 5.4620 6.1496
C -2.6623 3.9268 -6.4592
C -8.3606 1.1505 6.3097
C -2.5632 1.4162 2.8509
C -1.2669 1.9928 -6.4096
C -1.6472 1.8406 1.7689
C 3.1858 -3.2170 2.6522
C 2.2770 -3.2441 1.5993
C -4.6273 4.9851 7.5243
C 4.9812 -4.0012 1.1674
C -3.4637 -3.5302 -2.9457
C -1.9089 2.9182 -8.5137
C -2.6925 3.8743 -7.9090
C 7.1735 0.5184 -1.0743
C -2.2519 -3.7388 6.9944
H -4.1476 -5.1584 -3.8769
H -0.6287 1.2151 -8.2495
H -4.4219 -3.7002 -4.7834
H -3.0592 -3.2385 7.5294
H -2.4508 -4.7943 7.1798
H -0.7024 1.2551 -5.8586
H -8.9993 2.7124 5.0595
H 5.2935 1.2499 -0.2626
H -4.1838 3.9912 7.5847
H 2.0343 -3.5528 -0.5374
H -1.7847 1.0946 0.9862
H 4.0313 0.9068 -2.4612
H -2.1818 -3.5001 5.9332
H -1.8051 2.8641 -9.5873
H -8.0276 1.3598 4.2768
H 7.4897 -0.8833 -4.0874
H -9.6369 1.0112 4.7028
H 5.1524 -0.1895 -4.3137
H -3.2516 4.5591 -8.5294
H 7.6749 0.8228 -0.1675
H -0.5937 1.9003 2.0420
H -2.0206 2.8080 1.4330
H 1.2885 -2.9964 1.9568
H 4.3021 -4.0442 -0.9233
H -5.6625 4.9608 7.8645
H 2.9066 -2.7991 3.6081
H -3.9117 5.4804 8.1806
H -2.7000 -4.4366 -4.6891
H -1.8983 3.1310 -4.6699
H 5.1426 -3.7020 3.3051
*
```

Löwdin charges in e: 0.054 0.049 0.071 0.078 0.073 0.089 0.113 0.108 -0.303 -0.370 0.112 -0.307 0.109 0.113 -0.271 -0.150 -0.070 -0.003 -0.069 -0.053 0.000 -0.062 -0.092 -0.069 -0.014 -0.009 -0.070 -0.278 -0.119 -0.288 -0.276 -0.081 -0.071 -0.070 -0.074 -0.079 -0.131 -0.290 -0.075 0.019 -0.029 -0.065 0.081 0.109 0.083 0.078 0.073 0.109 0.084 0.104 0.080 0.103 0.078 0.101 0.077 0.108 0.081 0.115 0.079 0.104 0.114 0.126 0.079 0.082 0.103 0.112 0.083 0.107 0.080 0.082 0.120 0.114

Question: Number 5 is which compound?
Answer: C42H82N16OSTi

Question: What is the formula in the third record?
Answer: C6H10O2